[1]
Here is a molecular structure, C15H29CrN6O2Se2SiTe2 from OMol25. Energies are from the ωB97M-V functional and the def2-TZVPD basis.

Computed properties:
charge = 0
energy relative to the best compared isomer or geometry (same formula, charge and spin) = 0.000 eV
expectation value of S² = 3.809
HOMO-LUMO gap (spin up / spin down) = 6.623 / 6.638 eV
2S+1 = 4

Structure (XYZ):
```
58
Properties=species:S:1:pos:R:3:mulliken_spin:R:1
Cr -0.2034 0.6901 0.8888 3.202
Se -1.5757 2.3291 2.0809 -0.089
Te -0.4931 2.2936 4.3177 0.013
Te -1.1383 -0.2703 4.8520 0.023
Se -0.2507 -1.2087 2.6884 -0.022
C 2.9116 0.6497 3.1461 0.006
C 2.8087 1.5550 1.9588 0.012
C 3.8368 2.4130 1.6199 0.004
C 3.6874 3.2505 0.5113 0.007
C 2.5470 3.2139 -0.2502 -0.009
C 1.5291 2.3115 0.1236 0.009
N 1.6810 1.5336 1.2285 -0.070
N 0.3558 2.0622 -0.4895 -0.050
Si -0.4705 3.1229 -1.6006 -0.003
C 0.3897 3.0858 -3.2719 0.000
C -2.2206 2.5310 -1.8173 0.003
C -0.4734 4.8744 -0.9420 0.003
H 3.9545 0.5156 3.4291 0.000
H 2.4480 -0.3153 2.9496 0.000
H 2.3730 1.0865 3.9894 0.001
H 4.7398 2.4264 2.2128 0.000
H 4.4871 3.9307 0.2432 0.000
H 2.4261 3.8394 -1.1224 0.001
H 0.4384 2.0657 -3.6613 0.000
H 1.4098 3.4736 -3.2310 0.000
H -0.1607 3.6895 -3.9977 0.000
H -2.2695 1.5363 -2.2613 0.000
H -2.7636 3.2222 -2.4668 0.000
H -2.7433 2.4814 -0.8603 0.000
H 0.5301 5.2323 -0.7054 0.000
H -1.0617 4.9170 -0.0229 0.000
H -0.9133 5.5626 -1.6674 0.001
N 0.7179 -0.7967 -0.3529 -0.010
C -0.2990 -1.8153 -0.6437 -0.009
C 0.0394 -2.8609 -1.7141 0.002
C 0.0882 -4.2947 -1.1645 -0.001
C -1.2878 -4.9585 -0.9779 0.000
N -2.3025 -4.0988 -0.3736 0.000
C -2.2685 -3.7030 0.8994 0.011
N -1.5143 -4.3317 1.8114 -0.001
N -3.0244 -2.6739 1.2960 -0.002
C -1.6429 -1.0770 -0.8317 -0.011
O -2.5472 -1.6067 -1.4891 0.007
O -1.7612 -0.0066 -0.1643 -0.037
H 0.9359 -0.2311 -1.1721 0.003
H 1.5787 -1.1941 0.0070 0.011
H -0.4266 -2.3264 0.3143 -0.001
H 1.0104 -2.6183 -2.1505 0.001
H -0.6941 -2.7920 -2.5210 -0.001
H 0.6371 -4.2867 -0.2162 0.000
H 0.6644 -4.9350 -1.8346 0.000
H -1.2039 -5.8830 -0.4019 0.000
H -1.6900 -5.2498 -1.9472 0.000
H -2.6601 -3.3679 -0.9976 0.000
H -0.8065 -4.9686 1.4894 0.000
H -1.2645 -3.7859 2.6318 -0.003
H -3.4509 -2.1178 0.5634 0.001
H -2.6436 -2.1208 2.0681 -0.002
```

=====

[2]
Here is a single C15H29N3O2S molecule from OMol25. Energies are from the ωB97M-V functional and the def2-TZVPD basis.

Computed properties:
structure (SMILES) = C=CCNC(=S)NNC(=O)[C@@H](CCC(C)C)CC(C)(C)O
charge = 0
energy relative to the best compared isomer or geometry (same formula, charge and spin) = 0.000 eV
HOMO-LUMO gap = 8.583 eV
2S+1 = 1

Structure (XYZ):
```
50
Properties=species:S:1:pos:R:3:nbo_charge:R:1
C 3.4213 1.1299 -3.2666 -0.394
C 2.6990 0.0473 -3.0494 -0.187
C 1.3344 -0.1883 -3.6235 -0.270
N 0.3706 -0.4348 -2.5729 -0.603
C 0.0381 -1.6728 -2.1812 0.288
S 0.3752 -3.0495 -3.0248 -0.267
N -0.7527 -1.7905 -1.0633 -0.451
N -0.8977 -0.7693 -0.1316 -0.483
C 0.0900 -0.4142 0.7431 0.712
O 1.1627 -0.9721 0.7599 -0.629
C -0.3137 0.6832 1.7159 -0.327
C -0.4741 0.0441 3.1048 -0.379
C -1.6681 -0.9127 3.2215 -0.403
C -2.9340 -0.2864 3.8207 -0.208
C -3.5126 0.8260 2.9498 -0.608
C -3.9870 -1.3723 4.0371 -0.600
C 0.7865 1.7495 1.7481 -0.409
C 0.9535 2.5097 0.4169 0.260
C 2.2025 3.3936 0.4988 -0.627
C -0.2681 3.3708 0.0919 -0.623
O 1.0894 1.5891 -0.6592 -0.754
H 4.3995 1.2607 -2.8359 0.199
H 3.0695 1.9259 -3.9025 0.190
H 3.0598 -0.7474 -2.4097 0.211
H 1.3472 -1.0773 -4.2630 0.253
H 1.0040 0.6761 -4.2050 0.200
H 0.2696 0.3238 -1.9057 0.430
H -0.8004 -2.7366 -0.6995 0.409
H -1.7649 -0.2505 -0.1780 0.394
H -1.2571 1.1298 1.4023 0.208
H -0.5699 0.8349 3.8516 0.203
H 0.4485 -0.4992 3.3188 0.225
H -1.3797 -1.7456 3.8659 0.213
H -1.9055 -1.3354 2.2431 0.196
H -2.6743 0.1405 4.7963 0.192
H -4.4413 1.1921 3.3823 0.214
H -3.7311 0.4533 1.9505 0.194
H -2.8272 1.6661 2.8750 0.202
H -4.2723 -1.8192 3.0869 0.201
H -4.8780 -0.9547 4.4999 0.207
H -3.6032 -2.1584 4.6831 0.209
H 0.5769 2.4688 2.5408 0.214
H 1.7279 1.2467 1.9846 0.224
H 2.0859 4.1458 1.2737 0.214
H 3.0802 2.7917 0.7277 0.208
H 2.3648 3.8920 -0.4540 0.219
H -0.0725 3.9512 -0.8056 0.221
H -0.4829 4.0482 0.9128 0.213
H -1.1383 2.7486 -0.0962 0.206
H 1.9169 1.1027 -0.5458 0.492
```

=====

[3]
Here is a single C15H29N3O2S molecule from OMol25. Energies are from the ωB97M-V functional and the def2-TZVPD basis.

Computed properties:
structure (SMILES) = C=CCNC(=S)NNC(=O)[C@@H](CCC(C)C)CC(C)(C)O
charge = 0
energy relative to the best compared isomer or geometry (same formula, charge and spin) = 0.250 eV
HOMO-LUMO gap = 8.217 eV
2S+1 = 1

Structure (XYZ):
```
50
Properties=species:S:1:pos:R:3:nbo_charge:R:1
C -3.2261 -2.1179 1.2053 -0.412
C -4.3628 -1.8867 0.5758 -0.172
C -4.6843 -0.6623 -0.2250 -0.268
N -3.5538 0.2137 -0.3707 -0.606
C -3.6352 1.5411 -0.2655 0.291
S -5.0217 2.3937 0.0364 -0.292
N -2.4868 2.2645 -0.4699 -0.452
N -1.1833 1.8339 -0.1639 -0.468
C -0.5350 0.7830 -0.7019 0.691
O -1.0445 -0.0227 -1.4621 -0.653
C 0.9074 0.7050 -0.2099 -0.325
C 1.5221 -0.6507 -0.5651 -0.379
C 0.8682 -1.7917 0.2131 -0.402
C 1.5762 -3.1393 0.0419 -0.207
C 0.9312 -4.1737 0.9632 -0.599
C 1.5197 -3.6252 -1.4040 -0.608
C 1.7022 1.8892 -0.8017 -0.400
C 2.1442 2.9257 0.2462 0.263
C 2.6877 4.1703 -0.4631 -0.629
C 3.2175 2.3472 1.1733 -0.637
O 0.9857 3.2781 1.0047 -0.760
H -3.0639 -3.0232 1.7643 0.201
H -2.4117 -1.4132 1.1951 0.193
H -5.1672 -2.6091 0.6096 0.201
H -5.4842 -0.0947 0.2662 0.253
H -5.0600 -0.9679 -1.2119 0.203
H -2.7213 -0.1685 -0.8217 0.439
H -2.6159 3.2620 -0.3605 0.413
H -0.6491 2.4556 0.4380 0.434
H 0.8791 0.8046 0.8792 0.228
H 2.5908 -0.6263 -0.3393 0.198
H 1.3952 -0.8164 -1.6347 0.221
H -0.1675 -1.8968 -0.1120 0.218
H 0.8636 -1.5361 1.2772 0.192
H 2.6274 -3.0224 0.3323 0.186
H 0.9822 -3.8529 2.0016 0.204
H 1.4369 -5.1327 0.8767 0.206
H -0.1146 -4.3116 0.6974 0.203
H 1.9407 -4.6253 -1.4827 0.207
H 2.0835 -2.9693 -2.0616 0.205
H 0.4889 -3.6569 -1.7493 0.207
H 2.5941 1.5154 -1.3041 0.222
H 1.0952 2.3973 -1.5535 0.219
H 3.0490 4.8970 0.2629 0.205
H 3.5095 3.9027 -1.1205 0.219
H 1.9032 4.6348 -1.0563 0.219
H 3.5004 3.0791 1.9284 0.208
H 4.1026 2.0838 0.6018 0.218
H 2.8516 1.4579 1.6794 0.216
H 1.2335 3.9578 1.6410 0.483
```

=====

[4]
Here is a molecular structure, C15H29O7Ti in a non-equilibrium geometry from OMol25. Energies are from the ωB97M-V functional and the def2-TZVPD basis.

Computed properties:
charge = 0
expectation value of S² = 3.757
HOMO-LUMO gap (spin up / spin down) = 3.777 / 7.159 eV
2S+1 = 4

Structure (XYZ):
```
52
Properties=species:S:1:pos:R:3:mulliken_spin:R:1
Ti -0.0763 19.4308 -32.3699 1.923
C -1.7008 18.7304 -35.8006 0.009
C -0.4505 17.9943 -35.3581 -0.003
O 0.3961 18.6523 -34.4999 0.016
H -1.4708 19.6348 -36.3745 0.002
H -2.3613 19.0450 -34.9845 -0.003
H -2.3049 18.0633 -36.4245 0.000
H 0.0469 17.5811 -36.2579 0.004
H -0.7504 17.0231 -34.9096 0.009
C 1.6165 15.0058 -28.7084 -0.004
C 0.4869 16.0288 -28.6113 0.018
C 0.5420 17.0054 -27.4212 0.002
O 0.5456 18.2967 -28.0624 -0.001
C 0.5330 18.1385 -29.3948 0.004
O 0.5913 19.0624 -30.1624 0.023
O 0.6135 16.8733 -29.7423 -0.002
H 1.5358 14.1744 -28.0048 -0.001
H 2.6116 15.4419 -28.6337 -0.001
H 1.5104 14.5038 -29.6727 0.001
H -0.4417 15.4605 -28.5880 0.010
H 1.4499 16.8900 -26.8339 0.000
H -0.3447 16.8811 -26.8065 0.001
C -3.2835 16.3647 -32.9613 -0.056
C -2.3885 16.8496 -31.8539 0.709
O -1.6748 17.9099 -32.0105 0.148
C -2.2451 15.9450 -30.6499 -0.072
H -2.7647 15.6084 -33.5697 0.046
H -3.5676 17.1571 -33.6559 0.007
H -4.1971 15.9827 -32.4964 0.016
H -2.0695 16.6118 -29.7932 0.024
H -1.4418 15.1970 -30.7055 0.071
H -3.2304 15.5191 -30.4478 0.016
C -3.4408 22.3008 -33.5707 0.001
C -2.0711 21.7560 -33.3346 0.004
O -1.8711 20.8990 -32.4889 0.007
C -0.9328 22.2122 -34.1995 0.056
H -4.1738 21.8329 -32.9155 0.000
H -3.6832 22.2920 -34.6303 0.001
H -3.4861 23.3422 -33.2267 0.003
H -0.2286 22.8452 -33.6617 0.003
H -1.2914 22.7666 -35.0693 0.001
H -0.4347 21.3230 -34.6022 -0.007
C 3.6711 20.9746 -30.3192 0.001
C 2.5595 21.6075 -31.0853 0.010
O 1.9322 20.9879 -31.9161 0.006
C 2.3979 23.1068 -30.9419 -0.003
H 3.3313 20.4843 -29.4059 0.000
H 4.4977 21.6491 -30.0964 0.000
H 4.1264 20.1912 -30.9296 0.001
H 1.6496 23.5698 -31.5755 0.000
H 3.3744 23.5658 -31.1106 0.000
H 2.1768 23.3159 -29.8899 0.001
```

=====

no.,M (g mol⁻¹)
1,818.64
2,315.48
3,315.48
4,369.26